(1)
38
Properties=species:S:1:pos:R:3 method="wB97M-V/def2-TZVPD" de_lowest_kj_mol=33.24 charge=-1 orbital_gap_ha=0.0990 homo_ev=-2.7 total_energy_ha=-1503.75247
C 0.8613 -2.1166 0.7897
C 0.9071 -1.9143 -0.6215
C -0.4305 -1.9605 -1.1229
H 1.8159 -1.8003 -1.2322
C -1.3036 -2.1857 -0.0119
C -0.5036 -2.3266 1.1596
H -0.8496 -2.6045 2.1592
H 1.7066 -2.0899 1.4785
H -0.7299 -1.9188 -2.1800
H -2.3789 -2.3095 -0.0554
La -0.2019 0.2692 0.6423
Cl 1.6756 2.0118 1.0119
C 0.1011 2.8727 -4.5367
C -1.1317 2.2309 -4.8810
C -0.8202 0.9944 -5.5325
H -2.1330 2.6265 -4.7053
C 0.6050 0.8727 -5.5925
C 1.1747 2.0332 -4.9771
H 2.2398 2.2518 -4.8877
H 0.2050 3.8432 -4.0502
H -1.5407 0.2844 -5.9416
H 1.1587 0.0541 -6.0553
O -0.3696 -0.0932 3.0614
C -1.5412 0.4296 3.1403
O -2.0849 0.9114 2.0552
C -2.2127 0.5388 4.4546
C -3.3387 1.3741 4.5479
C -3.9145 1.6831 5.7821
C -3.4047 1.1188 6.9642
C -2.3106 0.2417 6.8760
C -1.7131 -0.0453 5.6406
N -3.9387 1.4909 8.2321
O -4.8944 2.3019 8.2589
O -3.4635 1.0129 9.2849
H -3.7501 1.8046 3.6346
H -4.7613 2.3552 5.8438
H -1.9490 -0.1712 7.8113
H -0.8813 -0.7467 5.6358



(2)
124
Properties=species:S:1:pos:R:3 method="wB97M-V/def2-TZVPD" de_lowest_kj_mol=192.08 smiles=COCCNCCOC.OCCO.OCCO.OCCO.OCCO.OCCO.OCCO.OCCO.OCCO.OCCO.OCCO orbital_gap_ha=0.3608 homo_ev=-9.5 total_energy_ha=-2745.38660
C -2.5826 4.5378 0.3037
C -3.0243 3.6024 1.4516
O -2.4385 3.9464 2.6691
O -1.2522 4.5261 -0.1402
H -2.8752 5.5550 0.5640
H -3.1895 4.3213 -0.5754
H -2.8629 2.5725 1.1331
H -4.1056 3.5750 1.5867
H -1.4986 3.7548 2.6313
H -0.7464 4.8114 0.6242
C -1.9597 -3.6739 0.9881
C -0.5140 -4.2100 1.0312
O -0.3460 -5.4623 0.3932
O -1.9264 -2.3298 1.4447
H -2.6186 -4.3198 1.5684
H -2.4023 -3.6204 -0.0066
H -0.1519 -4.2013 2.0593
H 0.1504 -3.4879 0.5566
H 0.3408 -5.9144 0.8887
H -2.3242 -2.2280 2.3124
C 1.3918 1.3497 -5.3894
C 1.8163 -0.1183 -5.2183
O 1.4326 -0.5869 -3.8974
O 1.9845 2.1728 -4.4053
H 0.3254 1.5542 -5.2943
H 1.7865 1.6715 -6.3532
H 2.8846 -0.0960 -5.4337
H 1.3071 -0.7109 -5.9783
H 1.6492 -1.5200 -3.8347
H 1.3444 2.1646 -3.6899
C -0.2300 -0.0333 -0.1958
C 0.0689 1.3015 -0.8377
O 0.7990 1.3085 -2.0439
O -0.6172 0.0826 1.1655
H 0.6057 -0.7142 -0.3576
H -1.0593 -0.5548 -0.6737
H 0.7503 1.8071 -0.1535
H -0.8277 1.8992 -1.0020
H 0.7592 0.4261 -2.4200
H -0.9874 -0.7644 1.4249
C 1.2799 6.0160 -1.6350
C 2.4950 6.2336 -0.7751
O 2.4497 5.4021 0.3988
O 1.3129 4.6376 -2.0501
H 1.3130 6.7483 -2.4417
H 0.3639 6.2447 -1.0903
H 2.4688 7.2872 -0.4973
H 3.4651 6.1405 -1.2633
H 3.0416 4.6577 0.2679
H 0.7393 4.2294 -1.3974
C -4.9547 -0.8931 -0.0756
C -5.3653 0.2071 0.8553
O -6.5291 0.9875 0.4436
O -5.7561 -2.0363 0.0645
H -3.9015 -1.1144 0.0976
H -5.0221 -0.5293 -1.1009
H -4.5759 0.9412 1.0165
H -5.5662 -0.1164 1.8766
H -7.2880 0.9322 1.0289
H -5.4811 -2.7106 -0.5611
C 4.6048 3.4929 -2.2580
C 4.2897 2.5921 -1.0857
O 4.2586 3.3165 0.1488
O 4.7384 2.6878 -3.4562
H 5.5858 3.9541 -2.1434
H 3.9656 4.3606 -2.4211
H 4.9070 1.7039 -0.9508
H 3.2661 2.2464 -1.2297
H 4.3281 2.6352 0.8215
H 3.8511 2.5701 -3.8032
C -2.5952 0.2815 3.9366
C -3.2976 1.3405 4.8097
O -3.3743 1.0329 6.1346
O -3.3378 -0.9647 3.8568
H -1.5743 0.0880 4.2658
H -2.5815 0.6426 2.9083
H -4.2768 1.6497 4.4441
H -2.6973 2.2468 4.7297
H -4.2407 0.6948 6.3728
H -3.3971 -1.4732 4.6689
C 2.0396 3.4786 3.4695
C 1.3055 2.5920 2.4990
O 0.0288 2.1063 2.9851
O 2.9557 2.6964 4.2252
H 1.4438 3.9479 4.2523
H 2.6114 4.2303 2.9253
H 1.9039 1.7395 2.1777
H 1.1114 3.0862 1.5470
H -0.3372 1.4397 2.3992
H 2.5828 2.5426 5.0963
C -3.0154 2.4625 -4.9437
C -2.2459 1.4600 -4.0623
O -3.0924 1.0100 -2.9661
O -3.1581 3.7160 -4.3270
H -3.9934 2.0654 -5.2157
H -2.6122 2.5537 -5.9523
H -1.3491 1.9469 -3.6791
H -1.9649 0.5337 -4.5634
H -3.6044 1.7550 -2.6429
H -3.6118 4.2874 -4.9509
C 1.9667 -9.1517 -1.9723
O 2.2767 -8.2323 -0.9508
C 1.4568 -8.4076 0.2420
C 2.1772 -7.8687 1.5044
N 1.9606 -6.4225 1.5023
C 2.7383 -5.8707 2.6148
C 2.6931 -4.2854 2.6274
O 3.1042 -3.7863 1.3538
C 3.1683 -2.4354 1.1835
H 2.8208 -9.3843 -2.6084
H 1.2038 -8.5451 -2.4603
H 1.6132 -10.1344 -1.6603
H 1.1357 -9.4222 0.4779
H 0.5146 -7.8828 0.0842
H 3.2321 -8.0173 1.2739
H 1.9031 -8.3396 2.4485
H 2.5606 -6.1697 0.7301
H 3.8020 -6.0909 2.5242
H 2.3574 -6.1495 3.5973
H 3.3642 -3.8123 3.3443
H 1.6503 -4.0006 2.7675
H 3.4828 -2.2193 0.1625
H 3.8291 -1.8752 1.8450
H 2.2226 -1.9034 1.2879



(3)
37
Properties=species:S:1:pos:R:3 method="wB97M-V/def2-TZVPD" charge=+2 orbital_gap_ha=0.2541 homo_ev=-14.7 total_energy_ha=-1300.89092
Sn 0.0932 -0.0416 0.1053
N -3.6462 -0.2447 -0.0680
C -3.0685 -1.4976 -0.0192
C -3.9217 -2.6067 -0.0800
C -3.3895 -3.8723 -0.0382
C -2.0053 -4.0274 0.0697
C -1.2410 -2.8947 0.1246
N -1.7467 -1.6404 0.0786
C -3.1554 1.0348 0.0102
C -4.0934 2.0782 -0.0601
C -3.6801 3.3823 0.0298
C -2.3189 3.6561 0.2003
C -1.4602 2.5978 0.2487
N -1.8465 1.2968 0.1495
H -4.6501 -0.2808 -0.1377
H -4.9914 -2.4627 -0.1628
H -4.0343 -4.7391 -0.0859
H -1.5491 -5.0054 0.1064
H -0.1609 -2.9618 0.2114
H -5.1424 1.8428 -0.1831
H -4.4006 4.1861 -0.0342
H -1.9559 4.6690 0.2911
H -0.3934 2.7562 0.3730
C 2.6150 3.9311 -0.0309
P 3.1628 2.2169 -0.0543
C 4.0574 1.9235 -1.5849
C 4.2678 1.9577 1.3380
O 1.9487 1.2673 0.0343
H 3.4773 4.5938 -0.1142
H 2.0976 4.1364 0.9060
H 1.9433 4.1103 -0.8699
H 4.8493 2.6647 -1.7011
H 3.3652 2.0026 -2.4222
H 4.4986 0.9276 -1.5668
H 5.0511 2.7170 1.3290
H 4.7248 0.9712 1.2706
H 3.7018 2.0378 2.2653



(4)
20
Properties=species:S:1:pos:R:3 method="wB97M-V/def2-TZVPD" de_lowest_kj_mol=72.95 charge=+1 orbital_gap_ha="0.3733 / 0.2833" homo_ev="-14.7 / -14.7" s2=0.758 spin_multiplicity=2 total_energy_ha=-402.25980
C 1.7130 1.8005 -0.6480
C 1.0290 0.4822 -0.4716
C 1.7796 -0.7130 -0.3703
N -0.2874 0.4331 -0.3222
H 1.1955 2.5404 -0.0400
H 2.7657 1.7089 -0.3961
H 1.6645 2.1509 -1.6847
H 1.4682 -1.5016 0.3039
H 2.5174 -0.8683 -1.1503
H -0.7532 1.3259 -0.1771
H -0.6148 -0.2716 0.3466
H -2.3872 -1.5455 -0.3991
H -2.9244 -2.4404 0.7323
O -2.5920 -1.5534 0.5479
H -1.2462 -2.4870 -2.2738
H -0.5619 -1.1383 -2.0068
O -1.3951 -1.5372 -2.2858
H -0.8069 1.8072 3.7703
H 0.1650 0.7510 3.3586
O -0.7287 1.0562 3.1661



(5)
24
Properties=species:S:1:pos:R:3 method="wB97M-V/def2-TZVPD" de_lowest_kj_mol=179.42 orbital_gap_ha=0.2438 homo_ev=-6.7 total_energy_ha=-1189.68364
C -3.6398 -1.1859 -0.5142
C -3.7003 -0.6080 0.7447
C -2.6951 -0.7361 -1.4229
C -2.8249 0.3966 1.0942
C -1.8344 0.2918 -1.0964
C -1.8828 0.8769 0.1734
C 2.4844 1.4691 -0.4209
C 2.7288 0.2717 0.0877
C 1.6763 -0.6963 0.5145
C 4.1468 -0.1927 0.2339
P -0.9437 2.2802 0.7576
Cl 0.8530 2.1373 -0.6592
H -4.3229 -1.9783 -0.7826
H -4.4195 -0.9558 1.4725
H -2.6380 -1.1875 -2.4037
H -2.8580 0.8321 2.0844
H -1.1226 0.6380 -1.8331
H 3.2363 2.1757 -0.7232
H 0.7040 -0.2211 0.6176
H 1.9500 -1.1543 1.4638
H 1.5958 -1.4951 -0.2224
H 4.8465 0.5216 -0.1898
H 4.2739 -1.1510 -0.2638
H 4.3859 -0.3288 1.2879



(6)
15
Properties=species:S:1:pos:R:3 method="wB97M-V/def2-TZVPD" de_lowest_kj_mol=109.94 charge=+2 orbital_gap_ha=0.3452 homo_ev=-19.4 total_energy_ha=-320.39614
C 1.2323 -0.2899 -0.3132
C -0.1965 -0.1248 -0.8058
N 1.4517 -1.0536 0.7673
N 2.1990 0.5097 -0.7395
N -2.3113 0.5512 1.0437
O -0.2248 -0.2026 -2.1597
H 2.2490 -1.0701 1.3045
H 0.7384 -1.7215 1.0669
H 3.0409 0.4074 -0.1562
H -2.2699 0.4850 2.0700
H 2.1955 1.1202 -1.5363
H -2.5050 1.5883 0.9176
H -1.4064 0.2514 0.4812
H -2.9901 -0.1998 0.6342
H -1.2030 -0.2509 -2.5747



(7)
22
Properties=species:S:1:pos:R:3 method="wB97M-V/def2-TZVPD" de_lowest_kj_mol=1009.13 charge=+1 orbital_gap_ha=0.0822 homo_ev=-12.1 total_energy_ha=-440.67404
C -3.5746 0.7179 3.3950
C -2.0950 0.3755 3.3186
C -1.8077 -1.0359 2.7606
C -1.7106 -1.0636 1.2433
O -0.7908 -0.1255 0.7700
N -4.1343 0.5589 2.0742
H -4.0772 0.0588 4.1442
H -3.6614 1.7294 3.8081
H -1.5871 1.1074 2.6686
H -1.6039 0.5108 4.3324
H -0.8328 -1.3937 3.1489
H -2.5621 -1.7410 3.1170
H -1.3772 -2.0659 0.9217
H -5.1080 0.8120 2.0592
H -2.7121 -0.8628 0.8011
H -3.5309 1.0904 1.3481
H -2.4227 2.4024 0.0879
H -1.3835 0.7757 0.6380
O -2.3974 1.6952 0.7336
H 15.1606 -1.4798 -13.2085
H 15.7680 -0.7682 -14.2968
O 16.4407 -1.2978 -13.8650



(8)
90
Properties=species:S:1:pos:R:3 method="wB97M-V/def2-TZVPD" smiles="CCCB1OB(N)OB(CCCCCCCCOC)O1.O=C1C=C(O)C(=O)C=C1O.O=C1C=C(O)C(=O)C=C1O.O=C1C=C(O)C(=O)C=C1O" orbital_gap_ha=0.2914 homo_ev=-9.6 total_energy_ha=-2500.59998
C 1.9805 2.9851 -2.9042
C 1.1422 2.8100 -4.1776
C -0.0228 1.8273 -4.0146
B 0.3582 0.3589 -3.6081
O -0.6072 -0.6334 -3.7425
B -0.7029 -1.3712 -2.5594
N -1.9872 -1.8024 -2.1440
O 0.4279 -1.6612 -1.8137
B 1.3769 -0.6522 -1.8471
C 2.1756 -0.2130 -0.5757
C 3.3362 -1.1710 -0.2783
C 3.9561 -0.9877 1.1071
C 3.5022 -2.0321 2.1244
C 2.1176 -1.6938 2.6517
C 1.4710 -2.8328 3.4538
C 0.8396 -2.3980 4.7758
C -0.0433 -1.1317 4.6942
O -0.6657 -0.9015 3.4491
C -1.6406 -1.8746 3.0993
O 1.5762 -0.0347 -3.0819
H 2.8752 2.3763 -2.9292
H 2.2437 4.0205 -2.7315
H 1.3876 2.6444 -2.0597
H 1.7466 2.5405 -5.0364
H 0.7180 3.7846 -4.4082
H -0.5236 1.7391 -4.9795
H -0.7610 2.2585 -3.3384
H -2.6781 -1.1558 -2.5013
H -2.0537 -1.8629 -1.1357
H 1.4769 -0.1337 0.2555
H 2.5326 0.7944 -0.7745
H 3.0193 -2.2012 -0.4366
H 4.1118 -0.9807 -1.0142
H 5.0352 -1.0956 0.9959
H 3.8094 0.0172 1.4920
H 4.1937 -2.0269 2.9658
H 3.5239 -3.0307 1.6942
H 2.1762 -0.8147 3.2883
H 1.4507 -1.4387 1.8392
H 0.7343 -3.3928 2.8868
H 2.2549 -3.5475 3.7005
H 1.6229 -2.2077 5.5061
H 0.2420 -3.2070 5.1907
H 0.5777 -0.2722 4.9159
H -0.7993 -1.1983 5.4806
H -1.2384 -2.5162 2.3171
H -1.9491 -2.4847 3.9437
H -2.4853 -1.3476 2.6644
C -4.1905 3.2198 0.5085
C -4.5501 2.0614 -0.0618
C -3.5314 1.0106 -0.4186
O -3.9078 -0.0316 -0.9221
C -2.1277 1.2935 -0.1479
C -1.7728 2.4536 0.4176
C -2.7892 3.4913 0.7954
O -2.3932 4.5143 1.3202
O -0.5115 2.7679 0.6819
O -5.8194 1.7788 -0.3410
H -4.9105 3.9819 0.7709
H -1.4025 0.5383 -0.4189
H -0.5325 3.6561 1.0917
H -5.8519 0.8847 -0.7378
C 6.1384 1.5879 -3.2176
C 6.9730 2.3405 -3.9451
C 8.4471 2.3919 -3.6614
O 9.1438 3.0854 -4.3776
C 8.9617 1.6125 -2.5442
C 8.1259 0.8628 -1.8157
C 6.6567 0.7943 -2.1155
O 5.9627 0.0768 -1.4179
O 8.5282 0.1295 -0.7826
O 6.5663 3.0894 -4.9637
H 5.0769 1.5403 -3.4152
H 10.0212 1.6679 -2.3386
H 7.7277 -0.3133 -0.4367
H 7.3679 3.5259 -5.3155
C -7.2834 -0.6435 1.9172
C -7.2439 -1.3592 0.7884
C -8.0574 -2.6063 0.6066
O -7.9783 -3.1883 -0.4583
C -8.8920 -3.0512 1.7132
C -8.9310 -2.3387 2.8460
C -8.1355 -1.0771 3.0175
O -8.2352 -0.4741 4.0683
O -9.6698 -2.6891 3.8932
O -6.4850 -1.0224 -0.2554
H -6.7036 0.2587 2.0549
H -9.4622 -3.9591 1.5784
H -9.5181 -2.0034 4.5739
H -6.6459 -1.7095 -0.9343



(9)
29
Properties=species:S:1:pos:R:3 method="wB97M-V/def2-TZVPD" de_lowest_kj_mol=308.36 charge=-1 orbital_gap_ha=0.2812 homo_ev=-4.7 total_energy_ha=-867.97590
C -2.0443 1.2545 -0.0724
C 1.7741 1.4171 -1.2445
C 0.3853 1.8913 -0.8124
C 2.6282 1.1572 -0.0625
C 0.3925 1.7678 0.6716
C 1.7109 1.2601 1.1874
C -0.5621 0.8751 -0.2006
C 2.4450 0.0411 0.8945
C -2.0311 -1.9721 -1.2580
C -1.2761 -1.6399 1.8023
C 0.8354 -1.6787 -0.2615
O -2.5537 2.3771 -0.0221
O -2.6527 0.1124 0.2015
Si -0.9199 -0.9632 -0.0842
H 1.5673 0.4112 -1.7285
H 2.0619 2.1654 -1.9348
H -0.0474 2.7809 -1.3618
H 3.5382 1.6009 -0.2148
H -0.1046 2.5409 1.3649
H 1.9946 1.8491 2.1044
H -2.8737 -1.3457 -1.5930
H -1.4601 -2.2867 -2.1196
H -2.4209 -2.9026 -0.8971
H -0.6058 -1.2498 2.5563
H -2.2126 -1.2449 1.9344
H -1.2593 -2.6886 1.7689
H 1.0191 -2.2657 0.5784
H 1.0538 -2.3197 -1.1771
H 1.6179 -0.9444 -0.0196



(10)
90
Properties=species:S:1:pos:R:3 method="wB97M-V/def2-TZVPD" de_lowest_kj_mol=0.00 charge=+1 orbital_gap_ha="0.3393 / 0.3390" homo_ev="-11.3 / -11.3" s2=2.009 spin_multiplicity=3 total_energy_ha=-5050.56203
V 1.5296 -2.0609 2.1014
O 1.8300 -0.3303 2.7918
C 1.4818 -0.1682 4.1558
C 0.2172 -0.9607 4.4099
N 0.4140 -2.3564 3.9377
C 1.2548 -3.1482 4.8618
C 2.7116 -3.2226 4.3914
O 3.5953 -3.4986 5.1559
O 2.8596 -3.0223 3.0933
C -0.8804 -2.9663 3.5966
C -1.3038 -2.5697 2.1785
O -2.4076 -2.8394 1.7622
O -0.3588 -2.0016 1.4776
H 1.9195 1.0302 1.9972
H 2.3036 -0.5157 4.7923
H 1.3145 0.8882 4.3841
H -0.0841 -0.9554 5.4621
H -0.5835 -0.5288 3.8077
H 1.2202 -2.7599 5.8798
H 0.8905 -4.1758 4.8949
H -0.7869 -4.0538 3.6113
H -1.6691 -2.7037 4.3056
N -0.2468 -1.0286 -1.6496
C 0.8595 -1.8798 -1.1302
C 0.5676 -3.3649 -1.2089
C 1.6368 -4.1576 -0.4402
N 1.4001 -4.0659 1.0215
C 3.0593 -3.6926 -0.7592
C 3.2446 -2.1773 -0.7784
N 3.1035 -1.5979 0.5863
C 2.2140 -1.5392 -1.7123
H -1.1059 -1.2280 -1.1269
H -0.4217 -1.1016 -2.6566
H 0.0016 -0.0482 -1.4410
H 0.8733 -1.5822 -0.0975
H 0.5717 -3.6966 -2.2520
H -0.4186 -3.5855 -0.7907
H 1.5519 -5.2035 -0.7460
H 2.1065 -4.6168 1.5044
H 0.5022 -4.4954 1.2299
H 3.3326 -4.0669 -1.7482
H 3.7585 -4.1517 -0.0544
H 4.2455 -1.9587 -1.1568
H 3.1220 -0.5821 0.5136
H 3.9160 -1.8582 1.1442
H 2.3367 -1.9470 -2.7195
H 2.3556 -0.4599 -1.7612
O 2.0470 1.9450 1.5677
C 1.6543 1.9457 0.3195
O 1.2388 0.9352 -0.2404
C 1.8083 3.2686 -0.3891
C 0.4939 3.9550 -0.7923
Ge -1.0412 2.9245 -1.4701
C -2.4301 4.1451 -2.0662
C -2.3423 4.7697 -3.3103
C -3.3284 5.6491 -3.7326
C -4.4180 5.9127 -2.9133
C -4.5195 5.2957 -1.6749
C -3.5310 4.4157 -1.2548
C -1.7742 1.8358 -0.0183
C -1.4767 2.1509 1.3053
C -2.0481 1.4425 2.3565
C -2.9131 0.3918 2.0966
C -3.2212 0.0598 0.7838
C -2.6664 0.7867 -0.2593
C -0.6063 1.7777 -3.0058
C 0.6986 1.4971 -3.4137
C 0.9550 0.5882 -4.4346
C -0.0972 -0.0617 -5.0681
C -1.4069 0.2310 -4.7010
C -1.6539 1.1512 -3.6886
H 2.4043 3.0596 -1.2792
H 2.3971 3.9317 0.2429
H 0.7149 4.7124 -1.5466
H 0.0939 4.5112 0.0593
H -1.5012 4.5658 -3.9656
H -3.2491 6.1273 -4.7003
H -5.1890 6.5972 -3.2420
H -5.3697 5.4971 -1.0362
H -3.6258 3.9334 -0.2880
H -0.8026 2.9684 1.5376
H -1.8180 1.7229 3.3778
H -3.3581 -0.1708 2.9080
H -3.8909 -0.7656 0.5842
H -2.9536 0.5405 -1.2781
H 1.5331 1.9834 -2.9259
H 1.9751 0.3939 -4.7427
H 0.0984 -0.7673 -5.8654
H -2.2333 -0.2425 -5.2157
H -2.6815 1.3943 -3.4393



(11)
9
Properties=species:S:1:pos:R:3 method="wB97M-V/def2-TZVPD" de_lowest_kj_mol=292.25 orbital_gap_ha=0.3718 homo_ev=-9.3 total_energy_ha=-730.57069
C 0.4839 0.1592 -0.9499
C -0.2717 0.6568 1.0158
N 0.1114 -0.9666 -1.1007
F 0.7462 1.2440 1.6740
F -1.0881 1.7300 0.7814
S -0.8635 -0.8113 1.6158
H 1.0174 0.8505 -1.5212
H 0.4120 -1.6023 -1.8405
H -0.5475 -1.2604 0.3253